No. 1
The following is a quantum chemistry calculation of C36H26Br2CaN10O4 as an isolated structure in a non-equilibrium geometry, from the Open Molecules 2025 dataset.

ORCA input file:
```
! RIJCOSX wB97M-V def2-TZVPD def2/J DEFGRID3
* xyz 0 1
Ca 0.032 -2.019 -1.426
C 2.086 3.377 -0.579
N 1.240 2.413 -1.229
C 0.642 1.315 -0.741
N -0.012 0.696 -1.701
C 0.223 1.464 -2.786
N 0.971 2.509 -2.533
C 1.538 3.895 0.730
C 2.396 4.575 1.591
C 1.940 5.055 2.808
C 0.631 4.841 3.200
C -0.232 4.160 2.347
C 0.219 3.715 1.103
C -1.577 3.831 2.757
N -2.181 4.098 3.878
N -3.374 3.494 3.843
C -3.464 2.878 2.699
O -2.352 3.067 1.953
C -4.530 2.045 2.191
C -5.603 1.685 3.005
C -6.581 0.845 2.505
C -6.493 0.354 1.211
C -5.432 0.716 0.394
C -5.303 0.148 -0.998
N -4.150 -0.713 -1.079
C -2.864 -0.394 -1.263
N -2.134 -1.489 -1.247
C -3.033 -2.476 -1.040
N -4.259 -2.034 -0.933
C -4.456 1.567 0.885
H 2.212 4.202 -1.289
H 3.070 2.925 -0.399
H 0.691 1.006 0.283
H -0.191 1.259 -3.754
H 3.426 4.727 1.304
H 2.617 5.586 3.460
H 0.268 5.164 4.162
H -0.480 3.214 0.451
H -5.640 2.057 4.017
H -7.413 0.555 3.130
H -7.249 -0.316 0.832
H -5.191 0.949 -1.734
H -6.174 -0.463 -1.240
H -2.495 0.600 -1.418
H -2.760 -3.516 -1.002
H -3.626 1.865 0.262
O -1.187 -4.945 -1.326
C -0.258 -4.405 -1.911
O -0.329 -3.453 -2.738
C 1.158 -4.875 -1.627
C 1.497 -6.214 -1.465
C 2.830 -6.538 -1.280
C 3.770 -5.518 -1.234
C 3.321 -4.214 -1.349
N 2.053 -3.897 -1.553
H 0.723 -6.964 -1.509
H 3.138 -7.567 -1.182
H 4.822 -5.723 -1.108
H 4.009 -3.379 -1.288
C 2.470 -1.056 -3.685
C 2.937 -0.835 -2.284
C 4.215 -0.327 -1.975
C 4.578 -0.165 -0.665
C 3.680 -0.509 0.366
C 3.930 -0.349 1.740
Br 5.564 0.442 2.344
C 2.990 -0.705 2.677
C 1.778 -1.237 2.267
Br 0.459 -1.656 3.564
C 1.424 -1.447 0.923
O 0.303 -1.921 0.575
C 2.423 -1.039 -0.039
N 2.094 -1.157 -1.332
H 3.275 -0.916 -4.402
H 1.656 -0.368 -3.920
H 2.079 -2.071 -3.760
H 4.904 -0.067 -2.764
H 5.551 0.221 -0.403
H 3.189 -0.580 3.730
*
```

Computed properties:
**HOMO**: -7.42 eV
**Total energy**: -219372.57325 eV

Results of the Mulliken charge analysis, in e, for atoms 1 through 8: atom 1 (Ca): 1.6270, atom 2 (C): -1.0690, atom 3 (N): 1.1819, atom 4 (C): -1.0215, atom 5 (N): 0.2342, atom 6 (C): -0.9637, atom 7 (N): -1.1914, atom 8 (C): 0.8763


No. 2
The following is a quantum chemistry calculation of C8H16O2 as an isolated structure in a non-equilibrium geometry, from the Open Molecules 2025 dataset.

ORCA input file:
```
! RIJCOSX wB97M-V def2-TZVPD def2/J DEFGRID3
* xyz 0 1
C 0.508 0.006 -0.070
C -0.903 0.849 0.928
C -0.037 -0.862 -1.065
C 1.610 -0.390 0.878
C -2.327 1.099 0.502
C -0.576 1.530 2.233
C 0.006 -2.352 -0.997
C 1.735 -0.147 -1.876
O 0.058 1.301 -0.126
O -1.019 -0.395 -1.846
H -1.057 0.570 -1.701
H 1.230 -0.537 1.887
H 2.114 -1.311 0.594
H 2.355 0.404 0.896
H -2.491 2.162 0.260
H -2.998 0.839 1.322
H -2.644 0.508 -0.359
H 0.477 1.469 2.507
H -1.148 1.073 3.044
H -0.832 2.602 2.199
H -0.063 -2.763 -2.003
H 0.914 -2.708 -0.521
H -0.852 -2.694 -0.415
H 1.302 0.016 -2.858
H 2.263 0.754 -1.578
H 2.374 -1.022 -1.838
*
```

Computed properties:
**HOMO**: -6.75 eV
**Total energy**: -12646.01185 eV

Results of the Mulliken charge analysis, in e, for atoms 1 through 8: atom 1 (C): 1.6659, atom 2 (C): 0.8229, atom 3 (C): 0.2202, atom 4 (C): -1.6762, atom 5 (C): -1.5295, atom 6 (C): -1.6166, atom 7 (C): -1.6750, atom 8 (C): -1.1965


No. 3
The following is a quantum chemistry calculation of an isolated molecule of C2H3N3O3 in a non-equilibrium geometry, from the Open Molecules 2025 dataset.

ORCA input file:
```
! RIJCOSX wB97M-V def2-TZVPD def2/J DEFGRID3
* xyz 0 1
O -2.555 -0.003 0.459
N -1.324 -0.508 0.893
C -0.422 -0.192 0.020
O -0.464 0.541 -1.105
C 0.831 0.564 -1.525
N 1.683 -0.087 -0.863
N 0.918 -0.638 0.191
O 1.344 -0.218 1.453
H -3.201 -0.079 1.240
H 0.993 1.268 -2.311
H 2.196 -0.648 1.548
*
```

Computed properties:
**HOMO**: -8.72 eV
**SMILES string**: O/N=c1\ocnn1O
**Total energy**: -12730.43632 eV

Results of the Mulliken charge analysis, in e, for atoms 1 through 8: atom 1 (O): -0.3823, atom 2 (N): -0.4146, atom 3 (C): 0.5111, atom 4 (O): -0.2923, atom 5 (C): 0.0728, atom 6 (N): -0.4430, atom 7 (N): 0.2339, atom 8 (O): -0.4252


No. 4
The following is a quantum chemistry calculation of a 13-piece molecular cluster, C19H39Cl24N4O overall in a non-equilibrium geometry, from the Open Molecules 2025 dataset.

ORCA input file:
```
! RIJCOSX wB97M-V def2-TZVPD def2/J DEFGRID3
* xyz 1 1
C -3.811 0.548 0.713
C -2.732 -0.153 -0.047
O -2.785 -1.298 -0.418
N -1.548 0.642 -0.289
C -1.506 1.128 -1.666
C -0.327 -0.004 0.194
C 0.697 -0.522 -0.824
N 1.726 0.447 -1.196
C 2.277 1.139 -0.211
N 3.167 2.121 -0.492
N 1.886 0.818 1.049
C 0.384 0.979 1.128
H -4.105 1.463 0.194
H -4.666 -0.105 0.866
H -3.403 0.885 1.670
H -2.411 1.697 -1.878
H -1.469 0.314 -2.400
H -0.662 1.802 -1.807
H -0.617 -0.896 0.750
H 0.275 -0.968 -1.720
H 1.239 -1.315 -0.306
H 1.580 0.985 -2.049
H 2.985 2.778 -1.231
H 4.061 2.154 -0.032
H 2.338 1.442 1.707
H 0.153 1.994 0.797
H 0.048 0.857 2.155
C 0.895 1.623 -5.053
Cl 0.496 0.081 -4.290
Cl 1.665 2.729 -3.893
H 1.594 1.439 -5.860
H -0.014 2.095 -5.405
C -1.986 -1.745 3.397
Cl -1.686 -0.364 4.465
Cl -0.507 -2.688 3.138
H -2.731 -2.387 3.849
H -2.332 -1.381 2.436
C -3.790 -5.248 2.960
Cl -4.205 -6.677 3.902
Cl -4.760 -3.834 3.414
H -2.746 -5.012 3.131
H -3.981 -5.459 1.915
C -2.819 5.073 -2.162
Cl -3.670 6.112 -3.299
Cl -1.374 4.324 -2.876
H -2.500 5.676 -1.319
H -3.488 4.278 -1.854
C 5.615 -0.267 -3.114
Cl 6.036 0.524 -1.583
Cl 3.910 -0.094 -3.551
H 6.212 0.180 -3.900
H 5.833 -1.323 -3.007
C -3.854 3.048 4.305
Cl -3.572 3.828 2.735
Cl -5.510 3.266 4.866
H -3.662 1.987 4.208
H -3.182 3.500 5.024
C 8.801 2.589 -3.669
Cl 8.908 4.345 -3.525
Cl 8.578 2.057 -5.344
H 9.713 2.150 -3.287
H 7.942 2.254 -3.101
C -1.161 -3.987 6.677
Cl -0.801 -2.898 8.018
Cl -2.898 -4.087 6.334
H -0.662 -3.611 5.792
H -0.813 -4.980 6.934
C -2.482 -2.431 -2.864
Cl -3.550 -1.354 -3.769
Cl -1.215 -3.141 -3.880
H -2.013 -1.856 -2.076
H -3.071 -3.238 -2.445
C -4.985 7.237 -0.020
Cl -5.211 6.676 1.638
Cl -3.422 8.039 -0.248
H -5.025 6.378 -0.679
H -5.767 7.945 -0.266
C -4.929 -10.231 2.466
Cl -5.291 -11.503 3.635
Cl -3.756 -10.744 1.244
H -5.848 -9.959 1.960
H -4.511 -9.386 2.997
C 12.270 0.219 -1.884
Cl 12.481 0.910 -3.494
Cl 10.684 0.625 -1.199
H 12.339 -0.859 -1.956
H 13.031 0.622 -1.227
*
```

Computed properties:
**HOMO**: -12.09 eV
**Total energy**: -328876.27293 eV

Results of the Mulliken charge analysis, in e, for atoms 1 through 8: atom 1 (C): -1.0301, atom 2 (C): 0.3993, atom 3 (O): -0.5313, atom 4 (N): 0.3541, atom 5 (C): -0.3215, atom 6 (C): 0.8567, atom 7 (C): -1.3878, atom 8 (N): 0.6164


No. 5
The following is a quantum chemistry calculation of C20H20NO12P2Zr as an isolated structure, from the Open Molecules 2025 dataset.

ORCA input file:
```
! RIJCOSX wB97M-V def2-TZVPD def2/J DEFGRID3
* xyz -1 1
Zr 0.183 0.444 0.305
O 1.391 0.727 4.365
C 0.628 0.527 3.445
O 1.008 0.256 2.225
C -0.883 0.483 3.676
C -1.476 -0.745 2.967
C -2.886 -1.052 3.460
C -3.705 0.090 2.808
C -2.620 0.855 2.056
O -1.731 -0.211 1.643
C -1.720 1.641 3.024
C -0.898 2.673 2.261
O -0.742 3.796 2.687
O -0.431 2.248 1.114
H -1.038 0.454 4.752
H -0.823 -1.608 2.878
H -2.938 -1.055 4.548
H -3.192 -2.028 3.086
H -4.214 0.727 3.532
H -4.441 -0.299 2.106
H -2.946 1.400 1.174
H -2.292 2.173 3.781
O -2.013 -0.976 -3.023
P -2.500 -0.591 -1.541
O -3.907 -0.175 -1.513
O -1.428 0.353 -1.026
O -2.333 -1.970 -0.720
P -1.092 -2.698 0.007
O -0.572 -3.746 -1.097
O -1.543 -3.402 1.218
O 0.021 -1.660 0.101
H -2.789 -1.122 -3.574
H -0.867 -4.625 -0.836
N 2.388 -0.439 0.038
C 2.527 -1.038 -1.253
C 2.711 -2.407 -1.366
C 2.755 -3.000 -2.617
C 2.615 -2.218 -3.753
C 2.431 -0.850 -3.629
C 2.381 -0.230 -2.383
C 2.172 1.238 -2.252
C 2.827 2.070 -3.164
C 2.654 3.443 -3.117
C 1.825 3.987 -2.149
C 1.185 3.156 -1.237
C 1.329 1.762 -1.249
H 3.004 0.359 0.167
H 2.522 -1.099 0.795
H 2.787 -3.008 -0.468
H 2.876 -4.073 -2.700
H 2.625 -2.676 -4.734
H 2.283 -0.244 -4.514
H 3.490 1.636 -3.905
H 3.171 4.081 -3.824
H 1.681 5.060 -2.095
H 0.552 3.608 -0.483
*
```

Computed properties:
**HOMO**: -5.97 eV
**Total energy**: -67000.21956 eV

Results of the Mulliken charge analysis, in e, for atoms 1 through 8: atom 1 (Zr): 1.5562, atom 2 (O): -0.7251, atom 3 (C): -0.1328, atom 4 (O): -0.8403, atom 5 (C): 0.4069, atom 6 (C): -0.4187, atom 7 (C): -1.1092, atom 8 (C): -1.0612


No. 6
The following is a quantum chemistry calculation of an isolated ion of composition C6H13Cl2N2 and charge +1 in a non-equilibrium geometry, from the Open Molecules 2025 dataset.

ORCA input file:
```
! RIJCOSX wB97M-V def2-TZVPD def2/J DEFGRID3
* xyz 1 1
N 1.339 1.826 -1.607
C 0.179 1.035 -1.544
C -0.136 0.811 -0.124
N 0.559 1.301 0.905
C -1.404 0.045 0.162
C -1.137 -1.049 1.389
C -0.056 -2.043 0.931
C 1.385 -1.637 0.621
Cl 2.178 -0.752 2.027
Cl 2.474 -3.153 0.513
H 1.958 1.299 -2.193
H 1.278 2.782 -1.795
H -0.680 1.494 -2.078
H 0.473 0.168 -2.072
H 1.454 1.676 0.503
H 0.367 0.759 1.721
H -1.855 -0.366 -0.660
H -1.954 0.975 0.344
H -0.800 -0.482 2.326
H -2.049 -1.595 1.583
H -0.055 -2.822 1.687
H -0.319 -2.484 0.016
H 1.546 -1.256 -0.309
*
```

Computed properties:
**HOMO**: -14.05 eV
**SMILES string**: NCC(=[NH2+])CCCC(Cl)Cl
**Total energy**: -34449.93918 eV

Results of the Mulliken charge analysis, in e, for atoms 1 through 8: atom 1 (N): -0.4922, atom 2 (C): -0.5181, atom 3 (C): 0.2918, atom 4 (N): -0.2009, atom 5 (C): -0.8735, atom 6 (C): -0.8346, atom 7 (C): -0.5482, atom 8 (C): 0.0795


No. 7
The following is a quantum chemistry calculation of C6H14N2O2Sn as an isolated structure in a non-equilibrium geometry, from the Open Molecules 2025 dataset.

ORCA input file:
```
! RIJCOSX wB97M-V def2-TZVPD def2/J DEFGRID3
* xyz 2 1
Sn -4.627 -24.159 11.290
C -1.762 -21.522 9.864
C -2.363 -22.915 9.677
O -3.352 -23.244 10.228
N -1.720 -23.714 8.839
C -2.202 -25.103 8.512
H -0.705 -21.561 10.127
H -2.247 -21.102 10.744
H -1.849 -20.797 9.054
H -0.885 -23.380 8.380
H -3.266 -25.233 8.314
H -2.041 -25.749 9.374
H -1.645 -25.474 7.651
C -3.508 -20.943 13.720
C -2.998 -22.148 12.911
O -3.672 -22.539 11.919
N -1.795 -22.659 13.225
C -1.077 -23.690 12.479
H -4.266 -21.377 14.373
H -3.862 -20.104 13.120
H -2.721 -20.487 14.319
H -1.459 -22.414 14.145
H -1.781 -24.265 11.878
H -0.630 -24.424 13.149
H -0.270 -23.320 11.847
*
```

Computed properties:
**HOMO**: -17.84 eV
**Total energy**: -19337.81121 eV

Results of the Mulliken charge analysis, in e, for atoms 1 through 8: atom 1 (Sn): 1.0510, atom 2 (C): -1.1801, atom 3 (C): 0.7993, atom 4 (O): -0.3573, atom 5 (N): -0.0735, atom 6 (C): -0.8792, atom 7 (H): 0.4033, atom 8 (H): 0.1981


No. 8
The following is a quantum chemistry calculation of a 4-piece molecular cluster, C5H16NO2 overall in a non-equilibrium geometry, from the Open Molecules 2025 dataset.

ORCA input file:
```
! RIJCOSX wB97M-V def2-TZVPD def2/J DEFGRID3
* xyz 1 1
C -2.223 2.088 -0.142
C -2.841 0.674 -0.522
C -1.935 -0.332 0.084
C -2.306 -1.372 0.876
C -1.173 -2.188 1.544
N 0.899 0.810 -2.127
H -2.356 2.475 0.871
H -2.767 2.866 -0.720
H -2.972 0.626 -1.703
H -3.900 0.578 -0.259
H -0.926 -0.037 0.092
H -3.319 -1.387 1.058
H -0.973 -2.103 2.637
H -0.290 -2.154 0.804
H -1.660 -3.200 1.510
H 1.648 1.273 -1.653
H -1.245 1.995 -0.610
H 0.912 -0.107 -1.568
H 6.457 1.168 0.702
H 7.331 0.132 -0.013
O 6.405 0.270 0.332
H 1.794 -0.547 0.335
H 1.129 0.780 -3.167
O 0.809 -0.427 0.359
*
```

Computed properties:
**HOMO**: -13.53 eV
**Total energy**: -11013.98936 eV

Results of the Mulliken charge analysis, in e, for atoms 1 through 8: atom 1 (C): -1.0155, atom 2 (C): -0.4678, atom 3 (C): -0.0481, atom 4 (C): -0.1504, atom 5 (C): -0.9010, atom 6 (N): -0.5750, atom 7 (H): 0.3461, atom 8 (H): 0.3522


No. 9
The following is a quantum chemistry calculation of a 2-piece molecular cluster, C6H9N5O2 overall in a non-equilibrium geometry, from the Open Molecules 2025 dataset.

ORCA input file:
```
! RIJCOSX wB97M-V def2-TZVPD def2/J DEFGRID3
* xyz 0 1
C 2.673 -0.736 0.517
N 1.245 -0.955 0.417
C 0.698 -2.182 0.093
N -0.579 -2.153 0.103
C -0.945 -0.880 0.487
C -2.305 -0.362 0.494
O -3.315 -0.869 0.129
N -2.226 1.029 0.815
C -1.024 1.697 1.111
N 0.180 1.201 1.010
O 1.193 1.902 1.495
C 0.218 -0.160 0.694
H 3.143 -0.813 1.480
H 3.143 -1.478 -0.143
H 3.063 0.200 0.099
H 1.389 -2.873 -0.384
H -3.093 1.584 0.911
H -1.157 2.742 1.316
N -0.515 0.747 -2.389
H 0.259 0.636 -3.055
H -0.817 1.722 -2.643
H -1.230 0.001 -2.557
*
```

Computed properties:
**HOMO (alpha / beta)**: -8.09 / -8.09 eV
**SMILES string**: Cn1cnc2c(=O)[nH]c[n+]([O-])c21.N
**Total energy**: -17911.27786 eV

Results of the Mulliken charge analysis, in e, for atoms 1 through 8: atom 1 (C): -0.7769, atom 2 (N): 0.1079, atom 3 (C): -0.1699, atom 4 (N): -0.6857, atom 5 (C): 0.5176, atom 6 (C): -0.0003, atom 7 (O): -0.5851, atom 8 (N): -0.0737


No. 10
The following is a quantum chemistry calculation of an isolated molecule of C5H10O in a non-equilibrium geometry, from the Open Molecules 2025 dataset.

ORCA input file:
```
! RIJCOSX wB97M-V def2-TZVPD def2/J DEFGRID3
* xyz 0 1
C -1.955 -0.768 -0.773
C -0.552 -0.263 -1.069
C 0.533 -0.855 -0.139
C 1.021 0.607 -0.003
C 1.245 1.190 1.423
O -0.308 1.061 -0.567
H -1.922 -1.890 -0.758
H -2.253 -0.395 0.225
H -2.737 -0.345 -1.403
H -0.332 -0.159 -2.164
H 1.271 -1.675 -0.511
H 0.105 -1.299 0.796
H 1.817 0.810 -0.662
H 2.171 0.788 1.900
H 0.499 0.920 2.074
H 1.398 2.274 1.632
*
```

Computed properties:
**HOMO**: -9.57 eV
**SMILES string**: C[C@@H]1C[C@H](C)O1
**Total energy**: -7393.11079 eV

Results of the Mulliken charge analysis, in e, for atoms 1 through 8: atom 1 (C): -1.2924, atom 2 (C): 0.3115, atom 3 (C): -0.6022, atom 4 (C): 0.2607, atom 5 (C): -1.3851, atom 6 (O): -0.4581, atom 7 (H): 0.2906, atom 8 (H): 0.2916


No. 11
The following is a quantum chemistry calculation of an isolated molecule of C18H19N3O5S in a non-equilibrium geometry, from the Open Molecules 2025 dataset.

ORCA input file:
```
! RIJCOSX wB97M-V def2-TZVPD def2/J DEFGRID3
* xyz 0 1
C 1.602 1.126 2.140
C 1.510 2.543 1.590
C 1.167 2.552 0.099
N 2.185 1.892 -0.684
S 1.713 0.925 -1.947
O 0.417 1.330 -2.421
O 2.796 0.871 -2.880
C 1.494 -0.634 -1.101
C 0.228 -1.160 -1.026
C -0.026 -2.291 -0.261
C -1.433 -2.804 -0.101
N -2.385 -1.714 -0.130
C -2.273 -0.584 0.667
O -1.456 -0.421 1.536
C -3.357 0.320 0.215
C -3.738 1.585 0.617
C -4.822 2.144 -0.052
C -5.452 1.422 -1.059
N -5.087 0.207 -1.448
C -4.057 -0.314 -0.818
C -3.419 -1.642 -1.061
O -3.678 -2.503 -1.855
C 1.042 -2.897 0.384
C 2.328 -2.391 0.284
C 2.571 -1.227 -0.443
O 3.759 -0.600 -0.551
C 4.893 -1.185 0.051
H 0.657 0.603 2.015
H 2.372 0.575 1.609
H 1.851 1.145 3.199
H 2.460 3.059 1.739
H 0.736 3.099 2.123
H 1.007 3.582 -0.244
H 0.247 1.992 -0.074
H 3.026 2.411 -0.865
H -0.551 -0.646 -1.569
H -1.710 -3.473 -0.923
H -1.527 -3.346 0.846
H -3.218 2.107 1.407
H -5.174 3.131 0.203
H -6.299 1.836 -1.590
H 0.872 -3.778 0.985
H 3.128 -2.894 0.803
H 4.786 -1.239 1.139
H 5.089 -2.185 -0.348
H 5.725 -0.530 -0.199
*
```

Computed properties:
**HOMO**: -8.82 eV
**SMILES string**: CCCNS(=O)(=O)c1cc(CN2C(=O)c3cccnc3C2=O)ccc1OC
**Total energy**: -44517.52747 eV

Results of the Mulliken charge analysis, in e, for atoms 1 through 8: atom 1 (C): -0.2823, atom 2 (C): -0.5952, atom 3 (C): -0.4534, atom 4 (N): -0.1725, atom 5 (S): 1.3346, atom 6 (O): -0.6888, atom 7 (O): -0.7525, atom 8 (C): -0.1151